Formula: C42H41NO3P2PbS
Source: OMol25
Level of theory: ωB97M-V/def2-TZVPD

Geometry as ORCA input:
```
! RIJCOSX wB97M-V def2-TZVPD def2/J DEFGRID3
* xyz 0 1
Pb 0.34 -0.73 4.18
C -2.30 0.01 5.39
C -2.38 -0.27 4.08
C -2.73 0.69 2.97
C -1.58 1.46 2.26
C -0.46 1.96 3.13
C -0.60 2.43 4.37
C -1.89 2.58 5.12
C -2.39 1.38 5.98
C 2.31 0.40 4.35
H -2.21 -0.78 6.15
H -2.33 -1.32 3.75
H -3.47 1.42 3.32
H -3.22 0.10 2.20
H -1.15 0.81 1.50
H -2.06 2.27 1.67
H 0.51 2.07 2.61
H 0.28 2.75 4.96
H -2.70 2.87 4.45
H -1.75 3.39 5.83
H -1.88 1.40 6.94
H -3.45 1.58 6.23
H 2.74 -0.01 5.26
H 2.40 1.49 4.30
H 2.69 -0.08 3.44
P 0.10 -2.40 -4.91
P 2.19 0.60 -5.18
C -0.32 -0.76 -5.54
C 0.43 0.39 -5.53
C -0.82 -3.54 -6.02
C -2.00 -3.18 -6.70
C -2.65 -4.10 -7.53
C -2.15 -5.39 -7.69
C -0.99 -5.76 -7.01
C -0.32 -4.85 -6.19
C -0.93 -2.44 -3.38
C -0.55 -1.57 -2.34
C -1.27 -1.52 -1.16
C -2.40 -2.34 -0.99
C -2.79 -3.20 -2.02
C -2.06 -3.25 -3.21
C 2.72 1.40 -6.78
C 2.69 0.59 -7.93
C 3.05 1.11 -9.17
C 3.45 2.44 -9.29
C 3.48 3.26 -8.15
C 3.11 2.74 -6.91
C 2.23 2.02 -4.02
C 3.34 2.12 -3.15
C 3.44 3.17 -2.25
C 2.44 4.15 -2.20
C 1.34 4.06 -3.06
C 1.24 3.01 -3.97
H -1.35 -0.69 -5.92
H -0.05 1.32 -5.87
H -2.43 -2.19 -6.58
H -3.55 -3.79 -8.05
H -2.67 -6.10 -8.33
H -0.60 -6.78 -7.12
H 0.59 -5.15 -5.67
H 0.32 -0.92 -2.49
H -0.97 -0.84 -0.36
H -2.96 -2.30 -0.06
H -3.66 -3.84 -1.89
H -2.38 -3.92 -4.01
H 2.37 -0.45 -7.85
H 3.03 0.47 -10.06
H 3.75 2.85 -10.26
H 3.79 4.30 -8.24
H 3.12 3.40 -6.04
H 4.12 1.36 -3.19
H 4.30 3.24 -1.59
H 2.51 4.97 -1.49
H 0.56 4.82 -3.03
H 0.39 2.97 -4.65
O 1.01 2.60 8.83
S 1.58 1.32 8.71
O 2.96 1.15 9.10
N 1.22 0.58 7.20
C 0.59 -0.58 7.32
O 0.31 -1.43 6.40
C 0.11 -0.79 8.70
C -0.75 -1.81 9.07
C -1.11 -1.94 10.39
C -0.60 -1.02 11.31
C 0.26 0.03 10.96
C 0.59 0.12 9.61
H -1.07 -2.45 8.28
H -1.78 -2.75 10.69
H -0.89 -1.15 12.33
H 0.66 0.75 11.69
*
```

Properties
HOMO-LUMO gap: 7.86 eV
relative energy (zero: lowest compared OMol25 entry of this formula, charge and spin): 0.0 kJ/mol

***

Formula: C42H42F6N5O2
Source: OMol25
Level of theory: ωB97M-V/def2-TZVPD

Geometry as ORCA input:
```
! RIJCOSX wB97M-V def2-TZVPD def2/J DEFGRID3
* xyz 1 1
O -1.36 1.06 3.54
C -1.49 0.01 4.19
N -2.71 -0.50 4.55
C -3.92 0.27 4.24
C -4.49 -0.18 2.88
C -5.09 -1.61 2.86
C -6.38 -1.51 2.04
C -6.67 0.00 1.90
N -5.50 0.66 2.35
N -0.44 -0.81 4.58
C 0.90 -0.58 4.26
C 1.78 -1.68 4.14
C 3.07 -1.49 3.66
C 4.01 -2.66 3.48
F 5.28 -2.34 3.85
F 3.63 -3.75 4.20
F 4.06 -3.04 2.16
C 3.53 -0.22 3.31
C 2.67 0.87 3.47
C 3.17 2.23 3.05
F 2.23 3.20 3.20
F 4.27 2.60 3.76
F 3.53 2.22 1.73
C 1.39 0.71 3.98
H -2.72 -1.06 5.40
H -4.66 0.06 5.02
H -3.69 1.35 4.22
H -3.63 -0.17 2.18
H -4.37 -2.30 2.42
H -5.32 -1.93 3.88
H -6.24 -1.92 1.04
H -7.23 -2.02 2.51
H -6.89 0.27 0.86
H -7.57 0.28 2.49
H -5.43 1.66 2.39
H -0.71 -1.75 4.86
H 1.43 -2.68 4.38
H 4.53 -0.08 2.94
H 0.74 1.57 4.10
C -0.72 6.18 0.56
N -1.62 5.56 -0.39
C -1.24 5.26 -1.67
O -0.17 5.57 -2.19
C -2.36 4.45 -2.31
C -1.88 3.08 -2.76
C -1.35 2.30 -1.59
C -0.04 2.49 -1.15
C 0.42 1.83 -0.01
C -0.43 0.96 0.68
C -1.72 0.73 0.22
C -2.17 1.37 -0.94
N -3.34 4.38 -1.23
C -4.40 3.54 -1.21
C -5.16 3.35 -0.08
C -6.23 2.45 -0.06
C -7.44 2.70 0.68
C -8.70 2.31 0.15
C -9.85 2.42 0.92
C -9.78 2.90 2.23
C -8.55 3.36 2.74
C -7.41 3.33 1.95
C -2.94 5.09 -0.01
C -3.87 6.20 0.38
C -4.12 7.23 -0.44
C -5.06 8.30 -0.13
C -5.18 9.42 -1.00
C -6.07 10.45 -0.72
C -6.86 10.40 0.44
C -6.77 9.30 1.30
C -5.88 8.26 1.02
H 0.20 6.45 0.04
H -1.19 7.07 0.99
H -0.49 5.47 1.37
H -2.78 5.04 -3.14
H -2.71 2.55 -3.25
H -1.08 3.25 -3.49
H 0.62 3.17 -1.70
H 1.44 1.99 0.34
H -0.07 0.46 1.58
H -2.38 0.04 0.74
H -3.17 1.17 -1.32
H -4.64 3.05 -2.16
H -4.94 3.92 0.82
H -6.23 1.67 -0.84
H -8.74 1.94 -0.88
H -10.82 2.14 0.49
H -10.67 2.94 2.85
H -8.49 3.76 3.76
H -6.48 3.77 2.31
H -2.84 4.40 0.85
H -4.32 6.11 1.37
H -3.59 7.32 -1.40
H -4.55 9.45 -1.89
H -6.15 11.31 -1.40
H -7.56 11.22 0.67
H -7.38 9.25 2.20
H -5.81 7.40 1.69
*
```

Properties
HOMO-LUMO gap: 5.85 eV

***

Formula: C42H42HfO2P2
Source: OMol25
Level of theory: ωB97M-V/def2-TZVPD

Geometry as ORCA input:
```
! RIJCOSX wB97M-V def2-TZVPD def2/J DEFGRID3
* xyz 2 1
Hf -0.24 0.68 1.07
C -1.71 1.03 -3.18
C -1.83 -0.29 -3.11
C -1.25 -1.28 -4.08
C 0.10 -0.88 -4.75
C 1.06 -0.10 -3.90
C 1.04 1.22 -3.66
C 0.17 2.20 -4.37
C -1.30 1.77 -4.42
C 1.73 0.63 2.41
H -1.93 1.67 -2.33
H -2.54 -0.74 -2.40
H -2.00 -1.49 -4.87
H -1.10 -2.24 -3.56
H 0.60 -1.83 -5.00
H -0.11 -0.37 -5.70
H 1.95 -0.67 -3.62
H 1.84 1.64 -3.06
H 0.54 2.37 -5.40
H 0.25 3.17 -3.86
H -1.92 2.68 -4.53
H -1.49 1.14 -5.30
H 1.55 1.60 2.93
H 2.82 0.60 2.27
H 1.52 -0.19 3.11
P -1.21 -1.22 -0.13
P 2.16 0.10 0.10
C 0.13 -1.49 -1.22
C 1.40 -0.97 -1.12
C -2.28 -2.59 0.10
C -2.54 -3.51 -0.93
C -3.52 -4.49 -0.74
C -4.16 -4.62 0.51
C -3.81 -3.76 1.57
C -2.88 -2.76 1.36
C -2.16 0.46 -0.28
C -1.60 1.81 -0.13
C -2.43 2.94 -0.31
C -3.76 2.78 -0.66
C -4.33 1.49 -0.71
C -3.57 0.36 -0.48
C 3.66 -0.86 0.43
C 3.51 -2.22 0.80
C 4.63 -3.00 1.04
C 5.91 -2.44 0.91
C 6.07 -1.10 0.54
C 4.94 -0.31 0.29
C 2.80 1.74 -0.39
C 2.58 2.88 0.41
C 2.84 4.15 -0.10
C 3.35 4.30 -1.39
C 3.69 3.16 -2.14
C 3.50 1.89 -1.60
H -0.02 -2.30 -1.95
H 2.18 -1.39 -1.77
H -1.99 -3.43 -1.87
H -3.80 -5.16 -1.56
H -4.94 -5.38 0.65
H -4.28 -3.88 2.55
H -2.60 -2.09 2.17
H -0.45 2.07 -0.21
H -1.94 3.92 -0.20
H -4.36 3.66 -0.91
H -5.40 1.40 -0.94
H -4.05 -0.63 -0.49
H 2.51 -2.65 0.83
H 4.52 -4.05 1.31
H 6.79 -3.05 1.11
H 7.07 -0.66 0.42
H 5.06 0.72 -0.06
H 2.21 2.76 1.43
H 2.64 5.02 0.53
H 3.49 5.30 -1.81
H 4.11 3.27 -3.15
H 3.85 1.00 -2.15
O -1.10 -0.63 2.62
C -1.29 0.38 3.42
O -1.13 1.55 2.88
C -1.46 0.15 4.86
C -1.98 1.18 5.63
C -2.18 0.96 7.00
C -1.80 -0.27 7.56
C -1.20 -1.27 6.78
C -1.01 -1.06 5.42
H -2.19 2.14 5.16
H -2.61 1.75 7.61
H -1.95 -0.44 8.63
H -0.88 -2.20 7.25
H -0.48 -1.79 4.81
*
```

Properties
HOMO-LUMO gap: 5.58 eV